Entry 1:
A molecular structure, C20H42BrFN3O19PS6, computed with ωB97M-V/def2-TZVPD.

Values from the calculation:
E_HOMO in hartree: -0.3342
Spin multiplicity: 1
Lowest unoccupied orbital energy in eV: -1.45
Frontier orbital gap in eV: 7.6

Positions of all 93 atoms, in Å:
O -0.88 6.37 -0.11
C -0.30 5.18 -0.42
N -0.10 4.07 0.62
C -0.34 2.71 -0.07
Br 0.27 1.04 0.88
S -2.23 2.47 0.00
O -2.55 1.04 -0.56
O -3.01 3.50 -0.85
F -2.66 2.45 1.67
C 0.25 3.04 -1.57
C 1.42 2.10 -2.22
C 2.86 2.13 -1.44
S 3.82 3.73 -1.62
C 3.37 4.69 -0.03
N 3.20 4.17 1.39
N 2.82 5.34 2.09
C 2.73 6.56 1.21
O 3.09 6.13 -0.15
C 0.29 4.69 -1.87
P -0.47 5.34 -3.50
O 0.19 4.49 -4.70
O 0.16 6.98 -3.70
O -2.21 5.37 -3.55
H -0.61 4.22 1.52
H -0.69 2.74 -2.24
H 1.02 1.00 -2.33
H 1.61 2.51 -3.32
H 2.82 1.88 -0.30
H 3.52 1.27 -1.94
H 2.42 7.67 1.42
H 1.36 5.20 -1.89
H 0.67 7.25 -2.86
H -2.54 4.47 -3.23
O -0.67 3.19 4.53
S -0.81 4.51 5.11
O -0.05 5.65 4.64
O -0.64 4.41 6.73
C 0.53 3.80 7.25
C 1.72 4.74 7.18
C -2.53 4.95 5.10
H 0.74 2.85 6.73
H 0.33 3.55 8.29
H 2.02 4.93 6.15
H 2.58 4.31 7.70
H 1.48 5.70 7.64
H -3.11 4.12 5.51
H -2.83 5.14 4.07
H -2.67 5.85 5.70
O 4.02 -0.36 -3.96
S 4.82 0.01 -5.11
O 5.15 1.39 -5.41
O 4.17 -0.67 -6.44
C 2.80 -0.44 -6.73
C 2.59 0.93 -7.33
C 6.32 -0.93 -5.09
H 2.19 -0.58 -5.84
H 2.50 -1.20 -7.46
H 2.80 1.72 -6.60
H 1.56 1.05 -7.67
H 3.26 1.10 -8.18
H 6.08 -1.98 -4.91
H 6.95 -0.55 -4.27
H 6.84 -0.80 -6.04
O 0.63 -3.64 0.76
S -0.60 -4.37 0.98
O -1.17 -5.24 -0.03
O -1.75 -3.33 1.49
C -2.03 -2.18 0.70
C -2.88 -2.53 -0.50
C -0.45 -5.29 2.48
H -1.10 -1.68 0.40
H -2.58 -1.48 1.34
H -2.32 -3.15 -1.21
H -3.20 -1.62 -1.03
H -3.77 -3.09 -0.21
H -0.07 -4.63 3.27
H 0.25 -6.11 2.31
H -1.43 -5.69 2.76
O -5.03 -10.21 2.78
S -3.71 -10.32 2.20
O -2.55 -9.69 2.81
O -3.78 -9.89 0.63
C -4.33 -8.62 0.30
C -3.34 -7.50 0.55
C -3.34 -12.04 1.95
H -5.27 -8.45 0.83
H -4.56 -8.65 -0.77
H -3.15 -7.38 1.63
H -3.72 -6.55 0.17
H -2.37 -7.72 0.08
H -4.19 -12.51 1.45
H -3.18 -12.50 2.93
H -2.44 -12.12 1.35

Entry 2:
2 unconnected molecules or ions with the total composition H4S2, computed with ωB97M-V/def2-TZVPD.

Values from the calculation:
E_HOMO in hartree: -0.3224
Spin multiplicity: 1
Lowest unoccupied orbital energy in eV: 0.67
Energy relative to the best compared isomer or geometry (same formula, charge and spin) in eV: 0.915
Frontier orbital gap in eV: 9.4
Structure (SMILES): S.S

Positions of all 6 atoms, in Å:
H -0.74 0.79 1.30
H 0.84 0.19 0.32
H 0.06 -1.37 -0.10
H 0.16 -0.27 -1.69
S 0.47 1.29 0.99
S -0.79 -0.64 -0.82

Entry 3:
A molecular structure, C19H43AuN2OP3Se, computed with ωB97M-V/def2-TZVPD.

Values from the calculation:
E_HOMO (alpha / beta) in hartree: -0.6073 / -0.6073
Spin multiplicity: 3
Charge: +3
Lowest unoccupied orbital energy (alpha / beta) in eV: -8.49 / -12.39
Energy relative to the best compared isomer or geometry (same formula, charge and spin) in eV: 2.554
⟨S²⟩: 2.023
Frontier orbital gap (alpha / beta) in eV: 8.0 / 4.1

Positions of all 70 atoms, in Å:
Au -0.73 -0.83 -1.22
P -1.59 -2.24 0.67
P 1.29 -0.94 1.71
P 1.53 -1.42 -1.88
H -2.08 1.42 -4.41
C -2.33 0.36 -4.35
C -2.14 -0.39 -3.24
H -1.74 0.16 -2.29
C -2.60 -1.31 1.85
C -0.81 -3.47 1.81
C -2.89 -3.36 0.05
C 2.38 0.54 1.64
C 0.58 -0.64 3.39
C 2.50 -2.28 2.14
C 1.35 -1.32 -3.69
C 2.08 -3.14 -1.64
C 3.11 -0.53 -1.56
H -2.83 -0.03 -5.25
H -2.50 -1.42 -3.20
H -2.70 -0.28 1.47
H -2.08 -1.30 2.81
H -3.58 -1.80 1.95
H -0.45 -2.98 2.71
H 0.02 -4.01 1.33
H -1.56 -4.21 2.12
H -3.71 -2.79 -0.38
H -3.26 -3.97 0.88
H -2.40 -3.99 -0.69
H 3.07 0.51 2.49
H 1.76 1.45 1.69
H 2.95 0.58 0.70
H 1.42 -0.40 4.06
H 0.03 -1.50 3.78
H -0.09 0.23 3.35
H 3.12 -1.96 2.99
H 3.14 -2.51 1.28
H 1.96 -3.20 2.42
H 2.24 -1.71 -4.19
H 1.19 -0.27 -3.96
H 0.47 -1.91 -3.96
H 2.81 -3.40 -2.43
H 1.21 -3.80 -1.71
H 2.56 -3.28 -0.66
H 3.84 -0.79 -2.34
H 3.52 -0.86 -0.59
H 2.94 0.55 -1.56
C 1.51 3.44 -1.78
C 0.15 3.08 -1.82
C -0.35 2.52 -2.99
C 0.43 2.45 -4.16
C 1.72 2.98 -4.16
C 2.25 3.53 -2.99
Se 2.40 3.41 -0.08
H 1.34 4.03 0.73
H -0.42 3.05 -0.87
H -1.31 2.02 -3.00
H 0.01 1.94 -5.04
H 2.29 2.90 -5.08
H 3.26 3.94 -2.92
C -3.68 1.88 3.95
N -2.52 2.75 4.01
C -1.47 2.69 3.14
N -0.54 3.68 3.30
O -1.34 1.81 2.28
H -3.52 0.92 4.46
H -3.94 1.68 2.90
H -4.51 2.42 4.44
H -2.42 3.35 4.82
H 0.29 3.63 2.74
H -0.61 4.39 4.00

Computed values of strongest force on any atom (unit: eV/Å) for the preceding records, in sequence: 8.971 2.464 3.157.
Computed values of M (unit: Da) for the preceding records, in sequence: 950.836 68.166 684.415.